Record 1
88
Properties=species:S:1:pos:R:3 method="wB97M-V/def2-TZVPD" smiles="C/C(Br)=C(/Br)c1c(Cl)cc(OCCNC[C@@H](C)O)c2c1C(=O)N(CC(=O)O)C2=O.CCCCCC.CCCCCC" e_homo_ev=-9.0 e_lumo_ev=-0.605 total_charge=0 e_tot_ha=-7340.45718
Br 6.66 -0.25 5.73
Br 9.67 1.06 5.75
Cl 6.24 -1.56 2.63
O -2.39 2.20 2.07
O 6.59 4.03 4.58
O 7.21 7.16 2.46
O 3.45 4.66 1.70
O 3.20 1.80 0.40
O 8.87 5.73 2.23
N 0.54 2.92 1.51
N 5.61 4.71 2.58
C 0.77 1.96 0.42
C -7.41 -5.15 -2.93
C -8.37 -2.83 -5.74
C -2.56 -4.55 -2.49
C 6.23 1.12 3.25
C 8.47 1.41 4.34
C -1.61 4.33 2.98
C 4.43 4.09 2.01
C 6.09 3.75 3.55
C -0.99 -1.86 1.15
C -1.62 -1.81 -1.32
C -6.23 -3.44 -4.42
C 4.74 2.62 2.03
C 9.03 2.30 3.29
C -7.42 -2.49 -4.59
C -0.60 -2.25 -0.27
C -1.47 2.81 2.99
C -0.07 2.31 2.69
C 6.60 5.05 1.56
C -6.60 -4.91 -4.21
C 7.57 6.09 2.11
C 5.74 2.39 2.96
C 7.25 0.89 4.30
C -7.70 -2.79 -7.11
C -3.05 -3.95 -1.18
C -3.01 -2.42 -1.16
C 4.70 0.28 1.52
C 4.19 1.57 1.31
C 1.96 1.10 0.73
C 5.68 0.07 2.47
H -5.58 -3.36 -5.29
H -3.16 -4.19 -3.33
H -7.28 -1.80 -7.30
H -1.52 -4.30 -2.69
H -8.81 -3.82 -5.58
H -0.04 3.65 1.13
H -8.42 -3.01 -7.90
H 6.10 5.48 0.70
H -4.08 -4.27 -1.01
H -0.11 1.32 0.33
H -7.62 -6.21 -2.81
H -7.03 -1.48 -4.74
H -7.99 -2.45 -3.66
H -3.65 -2.04 -1.96
H -6.85 -4.81 -2.05
H -1.89 4.66 1.98
H -9.20 -2.12 -5.72
H -8.36 -4.62 -2.95
H -5.68 -5.49 -4.15
H 10.09 2.07 3.16
H -1.23 -2.04 -2.31
H -2.46 -4.35 -0.35
H -1.71 -0.72 -1.28
H 8.49 2.24 2.35
H 0.94 2.55 -0.48
H -2.40 4.62 3.67
H 0.54 2.44 3.58
H 0.37 -1.80 -0.51
H 9.10 5.11 1.53
H -6.89 -3.51 -7.19
H -0.44 -3.33 -0.32
H 7.14 4.16 1.20
H -0.68 4.84 3.23
H -3.46 -2.07 -0.23
H -0.21 -2.17 1.86
H -1.73 2.46 3.99
H -3.26 2.27 2.46
H -1.92 -2.33 1.47
H -1.10 -0.78 1.24
H -5.63 -3.10 -3.57
H 1.93 0.14 0.23
H -2.64 -5.64 -2.47
H -7.16 -5.29 -5.07
H 9.01 3.33 3.65
H 4.28 -0.52 0.94
H 1.98 0.89 1.80
H -0.15 1.24 2.53

=====

Record 2
93
Properties=species:S:1:pos:R:3 method="wB97M-V/def2-TZVPD" e_homo_ev="-1.3 / -1.9" e_lumo_ev="1.788 / 1.809" total_charge=-1 e_tot_ha=-4040.82147
Pb -0.48 -0.02 2.76
Cl 0.33 -1.68 4.17
Cl 1.00 -0.45 1.05
S 4.01 1.52 7.06
S 1.05 1.59 3.97
Si -1.03 0.20 -3.97
O -0.12 -0.60 -5.13
O -1.99 0.37 4.14
O -1.81 -1.38 1.91
O -1.45 1.36 1.57
O 4.01 2.98 7.53
O 5.35 1.17 6.40
N -1.33 -3.56 1.48
N -1.33 3.00 0.01
N 3.09 1.76 5.60
N -2.57 0.94 6.26
C 0.83 -0.84 7.09
C 2.88 -1.80 -4.51
C 1.81 0.12 6.70
C -0.78 2.13 0.86
C -2.15 1.21 7.62
C -1.68 0.60 5.33
C -2.78 -0.37 -4.30
C 2.08 -1.42 -5.72
C -0.03 1.21 -8.86
C -3.98 1.08 5.96
C -0.51 -4.65 1.98
C -0.51 -0.29 -2.23
C 2.88 -3.26 -7.28
C 1.18 -0.22 -5.54
C -2.70 2.85 -0.44
C 0.01 0.48 -7.68
C 0.91 -1.50 8.32
C 2.10 2.18 -8.33
C 1.02 2.06 -9.19
C -1.51 -3.48 0.04
C 1.09 0.59 -6.82
C 2.93 -0.31 8.85
C -0.87 2.06 -4.18
C 2.09 -2.06 -6.89
C -0.57 4.12 -0.50
C 2.03 1.04 5.47
C 2.14 1.44 -7.16
C 1.95 -1.24 9.20
C -1.71 -2.57 2.28
C 2.85 0.34 7.62
H -3.22 2.18 0.23
H -0.97 -5.61 1.75
H 2.99 1.52 -6.50
H 0.40 4.16 -0.02
H 0.52 -0.02 -2.03
H 0.99 2.63 -10.11
H -1.09 5.06 -0.29
H -2.31 -2.77 -0.17
H 2.46 -3.79 -8.12
H 2.92 2.84 -8.58
H -2.36 2.24 7.89
H -2.93 -1.39 -3.95
H 0.31 2.14 0.90
H -0.43 4.03 -1.57
H -2.67 0.55 8.32
H -0.60 -3.12 -0.42
H -4.25 2.13 5.91
H 0.48 -4.61 1.53
H -4.58 0.60 6.73
H 0.15 -2.22 8.60
H 3.90 -2.98 -7.54
H 3.75 -0.10 9.53
H 3.15 -2.85 -4.55
H 1.63 0.43 -4.78
H -3.01 -0.34 -5.36
H -1.96 -2.88 3.30
H -0.41 -4.56 3.06
H 2.00 -1.75 10.16
H 0.09 2.43 -3.84
H -0.02 -1.15 6.53
H 2.96 -3.96 -6.44
H -1.00 2.36 -5.22
H -4.18 0.61 5.00
H -2.71 2.44 -1.45
H -1.76 -4.46 -0.36
H -0.88 1.12 -9.52
H -3.20 3.82 -0.46
H -0.62 -1.36 -2.08
H 2.29 -1.66 -3.61
H -3.50 0.27 -3.78
H -1.08 1.04 7.72
H 1.44 -1.66 -7.67
H 3.79 -1.22 -4.42
H -0.65 0.52 5.67
H -1.14 0.21 -1.49
H -1.64 2.57 -3.60
H -0.81 -0.18 -7.42

=====

Record 3
91
Properties=species:S:1:pos:R:3 method="wB97M-V/def2-TZVPD" e_homo_ev="-7.5 / -2.7" e_lumo_ev="0.532 / 0.145" total_charge=0 s2=9.79 spin_multiplicity=6 e_tot_ha=-4342.26209
Dy 0.78 0.70 1.43
Cl -6.95 1.03 5.24
Cl -0.63 -0.67 0.02
Cl 1.30 2.46 -0.72
Si 0.37 3.77 -2.09
O 1.77 -1.26 2.22
O 1.44 2.30 3.17
O 2.45 0.09 -0.21
O -0.74 0.35 3.07
O -1.36 1.76 1.44
O -0.10 -0.51 -3.40
N 0.96 3.97 4.73
N 3.15 -0.80 -2.22
N 1.09 -3.38 2.80
C -0.23 -4.95 -0.53
C 0.92 -2.19 2.21
C 0.27 5.24 4.92
C 0.81 -4.24 -1.13
C 0.30 -2.82 -6.35
C -0.70 -1.43 -4.45
C -0.71 4.69 -0.82
C 3.65 -1.99 -2.90
C 2.08 3.77 5.64
C -4.16 1.50 2.41
C -1.65 1.04 2.48
C 3.08 0.42 -3.03
C -5.40 1.49 3.07
C -3.04 0.97 3.04
C -1.07 -1.43 -2.93
C -4.35 0.42 4.99
C 0.72 3.25 3.63
C 2.89 -0.86 -0.90
C 1.93 4.64 -2.73
C -0.08 -4.21 3.03
C -1.68 -0.72 -5.37
C -1.54 -4.50 -0.72
C -0.71 2.81 -3.25
C -1.80 -3.38 -1.53
C 2.41 -3.71 3.33
C 0.56 -3.08 -1.88
C -5.48 0.98 4.38
C -0.02 -2.56 -4.93
C -0.75 -2.63 -2.11
C -3.14 0.40 4.31
H 2.87 4.52 5.46
H 0.10 -3.44 -4.32
H 0.01 5.36 5.97
H 1.84 -4.57 -0.98
H -6.30 1.89 2.61
H -4.07 1.93 1.41
H -0.21 3.53 3.11
H 3.27 1.31 -2.42
H -1.26 -0.51 -6.36
H -4.40 0.00 5.99
H 2.48 2.77 5.54
H -0.05 -5.84 0.08
H -2.37 -4.99 -0.21
H -0.13 2.04 -3.79
H 3.82 0.33 -3.82
H -0.06 -2.05 1.70
H -0.64 5.23 4.31
H -2.00 0.20 -4.88
H -0.97 -3.59 2.92
H -2.00 -0.92 -2.70
H -2.58 -1.33 -5.55
H -2.24 -0.02 4.76
H 2.88 -2.43 -3.55
H 1.78 5.08 -3.72
H -1.50 2.33 -2.63
H -0.56 -3.04 -7.00
H -0.08 -4.64 4.05
H 2.25 5.45 -2.05
H 2.34 -4.11 4.35
H 3.10 -1.83 -0.43
H -1.15 3.54 -3.95
H 0.93 -3.72 -6.44
H -1.51 5.29 -1.28
H 3.93 -2.73 -2.14
H -2.83 -3.04 -1.71
H -0.17 -5.04 2.32
H 2.92 -4.47 2.71
H 0.81 -1.97 -6.81
H 2.09 0.51 -3.50
H 2.79 3.93 -2.80
H 1.70 3.93 6.65
H -1.18 3.94 -0.16
H 3.00 -2.79 3.33
H 1.37 -2.47 -2.29
H 0.90 6.09 4.61
H 4.52 -1.73 -3.52
H -0.11 5.35 -0.18

=====

Record 4
81
Properties=species:S:1:pos:R:3 method="wB97M-V/def2-TZVPD" e_homo_ev="-7.6 / -7.5" e_lumo_ev="-4.992 / -4.983" total_charge=+1 e_tot_ha=-2486.13175
Tl 1.47 2.10 -0.92
Cl -2.48 -3.89 0.99
P -0.27 -1.45 -1.34
P 1.92 -0.66 1.03
C 1.40 -1.74 -0.44
C -2.69 3.81 -0.18
C -5.44 -1.90 3.74
C -4.77 2.65 0.90
C -4.65 -1.10 2.93
C 3.33 0.28 0.19
C -2.64 3.45 2.09
C 2.78 -1.78 2.22
C 3.08 -3.16 -3.09
C -1.46 4.31 0.31
C -5.34 -3.29 3.71
C -0.35 4.49 2.65
C 4.95 -0.73 -2.88
C 5.68 -0.84 -1.51
C 2.76 -1.73 -3.36
C 3.43 -0.65 -2.87
C -3.15 3.83 -1.58
C -0.44 5.02 -0.49
C -2.83 -0.86 1.28
C -1.43 4.08 1.72
C -3.64 -1.65 2.06
C 4.92 -1.65 -0.51
C 0.11 -0.41 -2.82
C -0.44 -2.85 -2.55
C 4.19 -3.44 -2.03
C -3.43 3.29 0.93
C 4.07 -2.66 -0.78
C -4.37 -3.89 2.87
C -3.05 2.99 3.43
C -3.57 -3.11 2.06
H 5.30 -1.57 -3.52
H -6.14 -1.41 4.41
H -4.71 1.56 1.01
H 0.54 4.97 -0.01
H 3.50 -3.16 0.01
H 3.36 1.40 0.12
H -3.10 1.89 3.49
H -4.03 3.37 3.71
H -3.65 4.78 -1.83
H -5.98 -3.89 4.35
H 1.98 -2.32 2.74
H -0.94 -3.72 -2.13
H 2.16 -3.73 -2.80
H 3.46 -2.52 1.77
H -0.48 5.53 3.00
H -5.39 3.02 1.72
H 0.23 -1.04 -3.73
H -2.33 3.31 4.19
H 0.64 4.43 2.17
H -2.87 0.22 1.43
H 1.00 0.25 -2.76
H -4.77 -0.02 2.87
H 1.37 -2.73 0.03
H 2.06 -1.68 -4.20
H 5.21 -3.33 -2.47
H -2.31 3.73 -2.28
H -0.37 4.60 -1.50
H 0.50 -3.12 -3.07
H -0.82 0.20 -2.95
H -0.69 6.08 -0.60
H 3.34 -1.15 2.95
H 5.34 0.19 -3.37
H -1.13 -2.43 -3.31
H -5.29 2.86 -0.04
H -0.34 3.83 3.53
H 3.47 -3.64 -4.01
H 4.27 0.16 0.74
H 2.21 -1.72 -1.19
H 5.22 -1.46 0.53
H 5.84 0.20 -1.13
H 2.98 0.36 -2.91
H -4.30 -4.99 2.86
H -3.87 3.03 -1.79
H 4.07 -4.52 -1.77
H 6.68 -1.28 -1.71
H -2.15 -1.26 0.55
H 3.29 -0.13 -0.83

=====

Record 5
106
Properties=species:S:1:pos:R:3 method="wB97M-V/def2-TZVPD" smiles="CC(=O)OCc1c(COC(F)(F)F)c2c(c(P(N)O)c1-c1ccccn1)C(=O)NC2=O.CCOS(C)(=O)=O.CCOS(C)(=O)=O.CCOS(C)(=O)=O.CCOS(C)(=O)=O" e_homo_ev=-8.4 e_lumo_ev=-0.051 total_charge=0 e_tot_ha=-4923.69913
S -8.02 -6.34 -2.74
S -4.42 -1.69 1.08
S 0.08 -3.26 1.13
S 6.55 0.43 1.03
P 1.22 0.67 -2.11
F 7.24 6.15 -1.85
F 6.19 4.53 -0.91
F 6.58 6.33 0.20
O -7.31 -6.80 -3.89
O 5.25 -0.17 0.96
O -8.24 -4.94 -2.55
O -5.79 -2.47 1.18
O 2.53 1.87 -4.74
O 6.63 1.28 2.37
O -4.68 -0.28 1.19
O 7.70 -0.40 0.91
O -9.41 -7.09 -2.64
O 5.12 6.42 -1.51
O 1.56 -3.77 0.91
O 0.08 6.25 0.30
O 2.07 6.34 1.26
O 2.20 -0.22 -1.10
O -0.53 -3.98 2.21
O -3.66 -2.19 -0.03
O 4.30 5.63 -4.08
O 0.10 -1.82 1.17
N -0.25 0.52 -1.30
N 4.19 3.36 -4.26
N -0.47 2.78 0.68
C 0.94 6.89 0.80
C -3.71 -2.27 2.58
C 6.27 0.62 3.60
C 6.25 5.88 -1.02
C 0.95 8.36 0.97
C 3.17 4.89 -1.12
C 7.36 -0.29 4.13
C 2.64 3.01 -2.60
C 0.56 0.96 2.53
C 4.02 4.59 -3.61
C 1.67 3.04 -0.40
C 1.38 1.56 1.59
C 3.91 6.17 -0.77
C 1.84 2.36 -1.63
C -7.29 -7.03 -1.29
C 2.32 4.29 -0.13
C -1.26 2.20 1.60
C -10.37 -7.04 -4.91
C -0.79 1.28 2.52
C -6.70 -2.57 -1.11
C 2.59 -3.88 3.15
C 3.05 2.58 -3.98
C 6.65 1.77 -0.09
C -0.60 -3.79 -0.39
C -10.49 -6.59 -3.47
C 2.59 -3.24 1.78
C 2.12 4.91 1.24
C 3.28 4.24 -2.36
C -6.86 -2.05 0.30
C 0.82 2.44 0.67
H 8.31 0.25 4.19
H -11.39 -6.99 -3.01
H -11.28 -6.76 -5.45
H -0.06 8.74 0.91
H -1.48 0.81 3.21
H -0.47 -4.86 -0.48
H -1.66 -3.53 -0.37
H 3.47 -3.55 3.71
H 0.97 0.26 3.24
H 6.07 1.43 4.30
H -6.94 -0.97 0.33
H 6.64 1.34 -1.09
H 2.48 -2.15 1.84
H 4.49 3.40 -5.22
H 5.33 0.07 3.45
H -0.70 -0.31 -1.67
H 3.27 7.03 -0.92
H 1.41 8.62 1.91
H 3.52 -3.44 1.25
H -6.53 -3.64 -1.11
H 7.51 -1.15 3.48
H -3.66 -3.36 2.55
H -4.32 -1.93 3.41
H -0.17 0.37 -0.30
H -6.28 -6.65 -1.24
H -7.87 -6.72 -0.42
H 2.95 4.64 1.88
H 1.58 8.79 0.20
H -10.53 -5.50 -3.39
H 1.70 -3.61 3.72
H -7.60 -2.36 -1.69
H -7.76 -2.46 0.76
H 7.57 2.32 0.08
H 4.15 6.15 0.28
H -5.85 -2.10 -1.61
H 2.62 -4.97 3.06
H 2.43 1.34 1.55
H 5.78 2.41 0.05
H -2.30 2.47 1.59
H -10.25 -8.12 -4.96
H 3.05 0.22 -0.94
H 7.09 -0.64 5.13
H -7.28 -8.11 -1.39
H -0.09 -3.26 -1.20
H -9.52 -6.58 -5.40
H 1.21 4.53 1.68
H -2.70 -1.86 2.64